1.
16
Properties=species:S:1:pos:R:3:forces:R:3 method="wB97M-V/def2-TZVPD" total_charge=-1
C -0.185664 3.096360 0.358280 -0.949 0.483 -0.465
S -1.906560 2.726953 0.821828 -0.514 0.103 0.381
H -0.028567 4.165999 0.463766 0.337 0.184 0.174
H -0.121137 2.898428 -0.714355 0.635 -0.281 0.062
H 0.528657 2.555512 0.966557 0.392 -0.190 -0.100
C 0.571864 -2.603368 -0.321338 1.004 -0.192 -2.288
C 0.596755 -1.056088 -0.346494 0.243 -1.584 1.933
C -0.690155 -0.437111 0.147032 0.027 1.478 -1.181
H 0.065367 -3.007927 -1.217018 -0.346 0.292 0.314
H 1.600711 -2.884546 -0.563273 0.221 -0.394 0.376
H 0.240783 -3.219882 0.501618 -0.209 0.576 0.689
H 1.331753 -0.755592 0.420643 0.122 -0.121 -0.346
H 1.049631 -0.785616 -1.302815 -0.617 0.435 -0.056
H -0.465852 0.604192 0.431936 -0.536 -0.552 0.298
H -1.125279 -0.994268 0.972039 0.145 0.060 0.181
H -1.462303 -0.303050 -0.618413 0.044 -0.295 0.025

***

2.
24
Properties=species:S:1:pos:R:3:forces:R:3 method="wB97M-V/def2-TZVPD" spin_multiplicity=3
C 0.078813 -0.646012 -2.089954 -2.497 1.266 0.318
C -0.301077 -1.875308 -2.673174 -0.693 0.371 0.151
C -1.703539 -1.847966 -2.947019 0.538 0.667 0.409
C -2.230047 -0.585124 -2.533345 0.747 -0.398 0.183
C -1.184335 0.192721 -1.986308 2.059 -1.765 -0.289
V 1.083654 1.977402 0.197328 2.157 1.535 -3.958
P 3.130000 0.798616 0.194925 0.414 0.070 0.078
H 1.080225 -0.338429 -1.787772 -0.035 -0.015 -0.137
H 0.365500 -2.711440 -2.877781 -0.140 0.199 0.001
H -2.276548 -2.655834 -3.399766 0.160 0.221 0.099
H -1.251447 1.204300 -1.582589 -0.038 -0.101 -0.171
H -3.269557 -0.274794 -2.619120 0.222 -0.065 0.004
H 4.007339 1.006108 -0.922000 -0.104 -0.226 0.519
H 3.140930 -0.634293 0.282313 0.106 0.628 -0.057
H 4.019033 1.129460 1.270188 0.034 -0.450 -0.525
N -0.866846 -0.299270 2.772356 0.075 0.549 0.317
C -0.655913 0.836607 3.569295 -0.214 -0.581 -0.170
C -0.137032 1.792191 2.766472 -0.226 -1.284 -1.164
N -0.004770 1.256044 1.454316 -3.398 -3.545 4.221
C -0.486801 -0.038651 1.518146 0.666 2.343 0.674
H -1.251766 -1.189926 3.072516 0.097 0.417 -0.045
H -0.899995 0.848258 4.617949 -0.027 -0.030 -0.078
H 0.145751 2.801030 2.995883 0.073 0.113 0.076
H -0.531571 -0.745689 0.707142 0.023 0.079 -0.457

***

3.
Entry from the Open Molecules 2025 dataset: a molecular structure, C36H37HgNP2S at a distorted geometry (ωB97M-V/def2-TZVPD).

The geometry in XYZ format:
```
78
Properties=species:S:1:pos:R:3:forces:R:3
Hg 0.090556 -0.025989 0.057868 -0.163 0.439 1.432
C -1.895030 0.839774 -7.458774 -0.380 0.058 0.127
C -1.912201 -0.425210 -7.036694 -0.344 -0.008 -0.255
C -1.057721 -1.564831 -7.523816 0.320 -0.059 0.015
C 0.285779 -1.181140 -8.185018 -0.115 -0.532 -0.180
C 1.200334 -0.349924 -7.328333 0.340 0.459 0.090
C 1.223691 0.985423 -7.215351 0.340 -0.485 -0.271
C 0.360442 1.981414 -7.933157 -0.420 0.165 -0.027
C -0.987285 1.462239 -8.486649 0.100 0.392 -0.280
C 1.774634 0.535610 1.331304 -0.433 0.075 0.320
H -2.657524 1.537007 -7.083008 0.336 -0.414 0.157
H -2.691381 -0.735737 -6.328983 0.218 0.292 -0.147
H -1.620562 -2.174357 -8.253640 0.039 0.184 0.295
H -0.857218 -2.231269 -6.669399 -0.003 0.099 -0.183
H 0.812800 -2.125415 -8.396039 -0.171 0.262 -0.037
H 0.090930 -0.716311 -9.157666 0.225 -0.249 0.332
H 1.966897 -0.940182 -6.811245 -0.246 0.363 0.068
H 2.012405 1.452946 -6.617564 -0.191 -0.289 -0.042
H 0.916158 2.420543 -8.780646 -0.026 -0.123 0.302
H 0.159961 2.817849 -7.244298 0.032 -0.179 -0.153
H -1.516467 2.338408 -8.894170 0.177 -0.272 0.022
H -0.800297 0.794681 -9.335056 -0.217 0.319 0.254
H 1.521330 1.467362 1.847806 0.124 -0.124 -0.029
H 2.758805 0.615499 0.832168 -0.577 -0.193 0.153
H 1.753445 -0.253849 2.081331 0.310 0.069 0.093
P -1.565502 -0.552553 -1.745060 0.077 0.387 1.033
P 1.728687 0.030869 -1.916749 0.021 -0.244 0.667
C -0.582454 -0.752431 -3.232072 1.261 0.199 -0.685
C 0.770620 -0.598090 -3.277865 -0.656 -0.308 -1.120
C -2.481357 -2.088364 -1.554547 -0.194 -0.485 -0.213
C -2.842906 -2.869099 -2.665643 -0.173 -0.074 0.431
C -3.588056 -4.034596 -2.475464 0.095 0.135 -0.079
C -3.951177 -4.428862 -1.186289 0.073 0.252 0.198
C -3.571613 -3.658367 -0.076771 -0.041 -0.064 -0.394
C -2.828297 -2.491450 -0.254979 -0.032 0.005 -0.259
C -2.757155 0.774132 -2.074299 -0.298 0.281 -0.455
C -2.304414 2.108134 -2.105388 -0.334 -0.347 0.051
C -3.215216 3.138446 -2.335171 -0.079 -0.139 -0.069
C -4.566455 2.847743 -2.569546 0.178 -0.314 0.090
C -5.008514 1.519187 -2.569660 0.188 0.284 0.041
C -4.107604 0.484856 -2.319246 0.213 0.159 0.044
C 3.165162 -1.011976 -1.610434 0.525 -0.097 -0.633
C 2.990845 -2.294754 -1.049567 0.086 0.569 -0.183
C 4.104613 -3.090228 -0.801291 0.190 -0.022 -0.047
C 5.389720 -2.629222 -1.114417 -0.270 0.362 -0.096
C 5.558855 -1.348725 -1.659812 -0.047 -0.243 0.228
C 4.454300 -0.537307 -1.900921 -0.171 -0.307 0.175
C 2.229478 1.714776 -2.289104 0.141 0.205 -0.727
C 2.379938 2.655211 -1.254603 0.133 -0.181 -0.229
C 2.858575 3.930961 -1.550301 -0.039 -0.041 -0.364
C 3.130653 4.287158 -2.876982 0.000 -0.167 0.086
C 2.929163 3.366596 -3.910675 -0.131 -0.031 0.015
C 2.466091 2.083921 -3.624081 0.183 0.330 0.414
H -1.159160 -0.998020 -4.135578 0.511 -0.038 0.204
H 1.362228 -0.826831 -4.175037 -0.755 -0.071 -0.109
H -2.546276 -2.566002 -3.668358 -0.152 -0.115 0.187
H -3.892150 -4.622968 -3.344788 0.126 0.132 0.334
H -4.537028 -5.339274 -1.042223 0.194 0.294 -0.033
H -3.863076 -3.961593 0.925364 0.098 0.026 -0.170
H -2.510575 -1.887752 0.598761 -0.100 -0.140 -0.081
H -1.245128 2.322427 -1.941866 -0.284 0.032 0.008
H -2.873460 4.174629 -2.329237 -0.093 -0.308 -0.024
H -5.275813 3.657315 -2.743188 0.207 -0.215 0.037
H -6.057203 1.286512 -2.756785 0.281 0.092 0.057
H -4.450260 -0.549967 -2.309758 0.052 0.268 0.024
H 1.984990 -2.640141 -0.795529 0.316 0.038 -0.061
H 3.976041 -4.074954 -0.348900 0.033 0.282 -0.150
H 6.259764 -3.254740 -0.919469 -0.229 0.135 -0.035
H 6.555378 -0.973567 -1.884017 -0.164 -0.129 0.045
H 4.577341 0.471422 -2.299104 0.028 -0.315 0.048
H 2.134476 2.373955 -0.231115 0.165 0.107 -0.272
H 3.028098 4.645276 -0.746771 -0.116 -0.127 -0.180
H 3.500250 5.287906 -3.108696 -0.089 -0.310 0.088
H 3.141702 3.634872 -4.946272 -0.072 0.040 0.280
H 2.289250 1.360680 -4.419290 0.147 0.205 0.135
S -0.244118 -0.031816 4.992810 0.333 0.113 0.837
C -0.743006 -0.215013 3.477322 -1.001 -0.350 -2.684
N -1.130827 -0.352662 2.354994 0.392 0.000 1.533
```
Positions in Å, forces in eV/Å.

***

4.
56
Properties=species:S:1:pos:R:3:forces:R:3 method="wB97M-V/def2-TZVPD" smiles="COc1ccccc1NS(=O)(=O)c1cc(NC(=O)c2cnccn2)ccc1N1CCOCC1"
C 5.656547 2.832605 1.481392 0.258 0.111 0.026
O 4.513254 2.024807 1.338570 -0.557 -0.156 -0.072
C 3.307055 2.641879 1.115103 -0.066 -0.190 -0.004
C 3.128445 4.002486 0.938339 0.173 -0.091 0.036
C 1.857521 4.516289 0.718735 -0.102 0.021 -0.014
C 0.764750 3.674806 0.675330 -0.007 0.066 -0.015
C 0.931536 2.309072 0.846959 0.156 0.121 0.003
C 2.192311 1.782374 1.067894 -0.139 0.585 -0.115
N 2.399606 0.415456 1.212412 -0.401 -0.712 0.496
S 1.241755 -0.641680 1.789120 0.528 0.201 0.129
O 0.502670 -0.046498 2.863961 -0.125 0.104 -0.297
O 1.955431 -1.856544 2.074083 0.038 0.080 -0.075
C 0.112545 -0.858756 0.414171 0.472 0.138 0.422
C -1.206121 -0.951665 0.809562 -0.525 -0.055 -0.109
C -2.239272 -0.995255 -0.120879 0.663 0.028 -0.240
N -3.547113 -1.100024 0.338992 -0.288 -0.026 0.433
C -4.700143 -1.170096 -0.371540 0.364 0.019 0.128
O -4.803890 -1.155060 -1.582319 -0.093 -0.002 -0.093
C -5.892354 -1.275138 0.528250 -0.595 -0.052 0.267
C -7.182617 -1.362115 0.005200 0.465 0.039 -0.135
N -8.242094 -1.457002 0.789860 -0.327 -0.024 -0.002
C -8.029410 -1.466219 2.096792 0.157 0.010 0.067
C -6.745958 -1.379757 2.626524 -0.156 -0.013 0.072
N -5.684665 -1.285013 1.845224 0.082 0.012 -0.268
C -1.906815 -0.907489 -1.472702 -0.159 0.023 0.088
C -0.588590 -0.827604 -1.861365 0.266 -0.009 0.178
C 0.475708 -0.830310 -0.941078 -0.175 0.044 -0.157
N 1.789940 -0.732332 -1.338346 0.203 0.149 -0.260
C 2.790929 -1.664057 -0.851462 0.103 -0.550 -0.338
C 2.947515 -2.818135 -1.852297 0.041 0.110 0.399
O 3.306825 -2.347375 -3.133327 0.126 0.001 -0.085
C 2.336601 -1.455939 -3.633935 -0.109 0.329 0.015
C 2.136378 -0.277624 -2.669649 0.016 -0.219 -0.298
H 5.875842 3.385074 0.562152 -0.031 -0.022 0.044
H 5.549438 3.536050 2.312790 -0.019 -0.028 -0.042
H 6.476040 2.147310 1.692793 -0.023 0.098 -0.016
H 3.969399 4.676674 0.974507 0.108 0.009 0.008
H 1.734173 5.580085 0.585888 -0.015 0.089 -0.012
H -0.223611 4.073971 0.508999 -0.096 0.034 -0.014
H 0.082915 1.645953 0.827688 -0.143 0.034 -0.041
H 3.346180 0.165652 1.454702 0.043 -0.334 0.075
H -1.411532 -0.952641 1.868893 -0.154 0.021 0.120
H -3.674097 -1.129952 1.346744 -0.062 -0.003 -0.217
H -7.349076 -1.354063 -1.062324 0.089 0.007 -0.070
H -8.904652 -1.544569 2.726086 0.005 -0.002 0.147
H -6.558654 -1.386126 3.691411 -0.113 -0.010 0.085
H -2.690798 -0.915974 -2.212128 -0.004 0.002 -0.029
H -0.378565 -0.780161 -2.917476 0.061 -0.019 -0.076
H 2.516792 -2.059407 0.122771 0.138 -0.029 -0.205
H 3.743644 -1.130576 -0.772957 0.009 -0.043 0.076
H 3.748125 -3.489798 -1.540734 -0.074 -0.023 0.044
H 2.002624 -3.381016 -1.911488 0.064 0.010 0.025
H 2.709661 -1.109497 -4.599405 -0.101 0.014 0.026
H 1.385742 -1.990507 -3.782626 0.056 0.045 -0.022
H 1.384227 0.416247 -3.042408 0.031 0.032 -0.006
H 3.087900 0.259183 -2.581450 -0.059 0.024 -0.080

***

no.,DFT total energy (Eh)
1,-557.179458
2,-1706.631352
3,-2682.936835
4,-1900.293559